1.
The following is a DFT calculation (ωB97M-V with the def2-TZVPD basis set) of a structure of composition C55H62BN11OS5Ti in a non-equilibrium geometry.

Calculated values
HOMO energy = -12.28 eV
largest force on an atom = 1.4 eV/A
charge = +2
total energy = -154441.594 eV

The geometry in XYZ format:
```
136
Properties=species:S:1:pos:R:3:lowdin_charge:R:1
Ti 0.94413 0.25037 1.92832 0.625
C -5.22084 -0.55801 -1.06336 -0.064
C -3.98618 -1.39296 -1.13576 -0.248
C -3.98858 -2.62180 -1.69685 0.067
C -2.79421 -3.39606 -1.75578 -0.200
N -1.67995 -2.93914 -1.27179 0.165
N -1.65613 -1.70515 -0.70272 0.020
B -0.28699 -1.33882 -0.08983 -0.696
N 0.80028 -2.46563 -0.02299 0.025
N 1.12400 -2.84856 -1.28415 0.191
C 1.98967 -3.80153 -1.46169 -0.193
C 2.47923 -4.53673 -0.34950 0.086
C 2.21614 -4.12649 0.91755 -0.233
C 2.78655 -4.82305 2.11261 -0.052
C 1.44715 -2.92700 1.07580 -0.541
S 1.59746 -2.10595 2.59442 0.801
C 2.51709 -4.05587 -2.86266 -0.539
C 4.01482 -3.71393 -2.84267 -0.027
C 2.34793 -5.53480 -3.23610 -0.022
C 1.81206 -3.16471 -3.88687 -0.042
N 0.35021 -0.16578 -1.02228 0.058
N -0.50558 0.20133 -1.98685 0.167
C -0.11133 0.97399 -2.96225 -0.172
C 1.23538 1.39624 -3.04881 0.094
C 2.12844 1.02285 -2.09212 -0.239
C 3.57197 1.41187 -2.14064 -0.037
C 1.63057 0.23483 -1.01896 -0.545
S 2.67015 -0.17351 0.30395 0.797
C -1.14548 1.42146 -3.98314 -0.536
C -0.61434 1.16587 -5.39956 -0.031
C -2.47130 0.68142 -3.79679 -0.043
C -1.36379 2.92807 -3.76598 -0.023
C -2.74055 -0.87855 -0.60723 -0.627
S -2.67639 0.67334 0.02867 0.780
C -2.81510 -4.79316 -2.35596 -0.546
C -3.39679 -4.73575 -3.77489 -0.031
C -1.41188 -5.38202 -2.42039 -0.060
C -3.70061 -5.68047 -1.46653 -0.027
H -6.07932 -1.11229 -1.44126 0.090
H -5.09573 0.35388 -1.64932 0.079
H -5.40994 -0.24066 -0.03812 0.077
H -4.90666 -3.02684 -2.10277 0.128
H 3.10700 -5.40540 -0.51449 0.134
H 3.23451 -5.77043 1.81760 0.094
H 2.01461 -5.01144 2.86075 0.090
H 3.55109 -4.20613 2.58829 0.087
H 4.58250 -4.39201 -2.20017 0.090
H 4.18222 -2.69038 -2.49501 0.086
H 4.41917 -3.80023 -3.85256 0.098
H 2.85607 -6.19377 -2.52947 0.083
H 2.78773 -5.71198 -4.21912 0.100
H 1.29974 -5.82084 -3.27748 0.073
H 2.01166 -2.10684 -3.69126 0.076
H 0.73211 -3.30716 -3.87317 0.070
H 2.18430 -3.40263 -4.88531 0.097
H 1.55604 2.01238 -3.88127 0.137
H 3.78182 1.98505 -3.04169 0.097
H 4.21053 0.52563 -2.13192 0.089
H 3.85156 2.01008 -1.27125 0.078
H -0.39411 0.10598 -5.55283 0.095
H 0.28666 1.74340 -5.62103 0.081
H -1.37221 1.46087 -6.12698 0.097
H -2.34175 -0.39872 -3.90848 0.090
H -3.17835 1.02273 -4.55677 0.099
H -2.89720 0.87594 -2.81183 0.044
H -0.44080 3.49997 -3.89983 0.087
H -1.74815 3.12115 -2.75995 0.087
H -2.09362 3.30056 -4.48742 0.099
H -2.80692 -4.07481 -4.41577 0.094
H -4.43171 -4.39187 -3.78756 0.082
H -3.38140 -5.73490 -4.21565 0.096
H -0.76891 -4.77400 -3.05627 0.061
H -1.46040 -6.38998 -2.83834 0.098
H -0.95342 -5.43751 -1.43337 0.081
H -4.72156 -5.29762 -1.39503 0.086
H -3.28807 -5.75188 -0.45565 0.083
H -3.75192 -6.68843 -1.88310 0.097
C -2.03867 0.61109 5.21173 0.015
C -1.29808 0.05504 4.03584 -0.182
N -0.20610 0.62126 3.60000 -0.094
N 0.21258 1.77040 4.28857 -0.054
C 1.48069 1.97645 4.24543 -0.995
S 2.61860 0.89318 3.43765 0.682
S 2.01120 3.50334 4.89286 0.969
C 3.70417 3.13666 5.47832 -0.413
C 3.72245 2.20482 6.65727 -0.311
C 3.30480 2.65274 7.90808 -0.049
C 3.30220 1.79490 8.99551 -0.067
C 3.71790 0.47783 8.84421 -0.076
C 4.14182 0.02678 7.60392 -0.072
C 4.14401 0.88742 6.51374 -0.072
C -1.78640 -1.17724 3.41806 -0.084
C -2.70998 -1.93184 4.15543 0.008
C -3.14958 -3.17123 3.74445 -0.030
C -2.64255 -3.70385 2.57211 -0.011
C -1.75684 -2.97392 1.79789 0.004
C -1.36177 -1.70431 2.18837 -0.222
O -0.54119 -0.92961 1.35280 -0.214
H -1.59274 1.53165 5.55510 0.079
H -3.07869 0.78819 4.93096 0.115
H -2.03411 -0.10718 6.03101 0.106
H 4.30485 2.77176 4.64710 0.065
H 4.07784 4.12594 5.74446 0.089
H 2.98111 3.68192 8.03162 0.118
H 2.98394 2.15553 9.96538 0.110
H 3.72222 -0.19012 9.69583 0.108
H 4.48374 -0.99403 7.48535 0.107
H 4.49603 0.53500 5.55041 0.083
H -3.08009 -1.54430 5.09327 0.114
H -3.85723 -3.72339 4.34718 0.123
H -2.93175 -4.69622 2.24669 0.121
H -1.37812 -3.42585 0.89717 0.106
N -1.36658 6.68545 -0.56200 0.177
C -1.24236 7.75506 -1.42152 -0.182
C -2.07991 8.83281 -1.70831 -0.011
C -1.61964 9.72749 -2.64734 -0.068
C -0.37081 9.56624 -3.28377 -0.071
C 0.45114 8.50374 -2.99490 -0.005
C 0.00368 7.58124 -2.04123 -0.218
N 0.61719 6.44522 -1.55906 0.190
C -0.21797 5.94813 -0.68430 -0.291
C 0.05399 4.71425 0.03862 -0.094
C -0.89608 4.03700 0.79890 0.029
C -0.56506 2.83082 1.37504 -0.139
N 0.64928 2.26935 1.24458 -0.054
C 1.59606 2.96866 0.57810 -0.119
C 1.33999 4.16339 -0.03653 0.035
H -2.12146 6.53340 0.08217 0.158
H -3.03914 8.96443 -1.22271 0.115
H -2.23125 10.58205 -2.90607 0.111
H -0.05888 10.30284 -4.01280 0.109
H 1.41320 8.37687 -3.47546 0.117
H -1.90441 4.40776 0.92726 0.125
H -1.29572 2.28376 1.94846 0.083
H 2.58036 2.52754 0.55713 0.084
H 2.11372 4.68861 -0.57931 0.127
```

***

2.
The following is a DFT calculation (ωB97M-V with the def2-TZVPD basis set) of a cluster of 6 separate species, C55H66N7O11 in total in a non-equilibrium geometry.

Calculated values
HOMO energy = -10.78 eV
largest force on an atom = 7.4 eV/A
charge = +1
total energy = -91019.887 eV

The geometry in XYZ format:
```
139
Properties=species:S:1:pos:R:3:lowdin_charge:R:1
C 1.04368 4.91328 4.97348 -0.120
C 0.32902 3.65970 4.19059 -0.166
C -1.29403 3.74351 4.39709 -0.027
C -2.30808 4.93233 3.90465 -0.062
C -1.99664 6.33116 3.04245 -0.108
C -2.84819 6.12696 1.61725 -0.139
C -4.32115 6.84282 1.54701 -0.052
C -5.20342 6.61145 0.16966 -0.054
C -4.55310 5.66040 -1.03004 -0.054
C -3.04707 4.97503 -0.93198 -0.007
C -2.14824 5.20417 0.45732 -0.122
C -0.64360 4.51280 0.59391 -0.101
N -3.75253 4.67070 4.26867 0.089
C -3.75057 3.34117 4.98931 0.072
N -2.29795 2.82203 5.05249 -0.076
C -1.92523 1.47182 5.67858 -0.107
C -2.06886 0.36985 4.43547 -0.163
C -0.75703 -0.64620 4.36413 -0.198
C 0.42015 -0.10669 3.34265 -0.201
C 1.30241 -1.42069 2.81495 -0.203
C 2.36438 -1.04885 1.61409 -0.209
C 1.66272 -0.75876 0.15290 -0.218
C 1.53048 -2.13009 -0.78733 -0.189
C 0.84692 -1.62658 -2.22373 -0.209
C 1.41840 -2.42616 -3.53654 -0.176
C 0.48645 -3.67250 -4.05224 -0.226
O -0.96165 -3.49755 -3.83473 -0.272
C -1.69627 -3.62406 -5.11307 -0.120
H 0.25304 5.68422 5.36556 0.084
H 1.69562 4.52305 5.88990 0.095
H 1.82412 5.41442 4.22843 0.094
H 0.69489 2.67011 4.70714 0.092
H 0.54738 3.66284 3.01956 0.109
H -2.51775 7.21170 3.64630 0.122
H -0.85425 6.51665 2.87042 0.111
H -4.74038 7.50065 2.44917 0.098
H -6.26792 7.09355 0.10801 0.085
H -5.24881 5.50148 -1.97724 0.090
H -2.61270 4.32342 -1.80133 0.091
H 0.09781 5.22484 1.19707 0.080
H -0.64442 3.48873 1.15991 0.069
H -0.20606 4.32401 -0.48263 0.087
H -4.50975 5.33896 4.00784 0.145
H -4.70981 2.77912 5.40941 0.167
H -2.63638 1.23495 6.57708 0.134
H -0.78601 1.56661 5.97404 0.132
H -2.03376 0.99443 3.41958 0.117
H -3.09182 -0.19813 4.43447 0.071
H -0.32514 -0.67967 5.46925 0.119
H -1.13024 -1.72485 4.10433 0.115
H 1.10006 0.68332 3.88282 0.095
H -0.07592 0.38700 2.37982 0.105
H 0.57329 -2.28988 2.52392 0.113
H 1.94763 -1.79911 3.73404 0.113
H 3.06154 -0.11985 1.86846 0.107
H 3.11125 -1.96212 1.46399 0.114
H 2.39412 -0.02486 -0.43998 0.066
H 0.62830 -0.20400 0.21183 0.109
H 0.82870 -2.94428 -0.29721 0.115
H 2.60440 -2.54797 -1.05266 0.112
H -0.31022 -1.69540 -2.06171 0.112
H 1.10602 -0.48221 -2.37069 0.103
H 1.50476 -1.63935 -4.42519 0.112
H 2.52095 -2.84863 -3.38284 0.121
H 0.86483 -4.69072 -3.57280 0.135
H 0.64494 -3.77271 -5.21394 0.115
H -2.84897 -3.71761 -4.88740 0.090
H -1.44499 -2.65799 -5.73839 0.109
H -1.35526 -4.57967 -5.71497 0.106
C 3.65219 5.15666 -3.84514 -0.058
C 3.99805 3.90444 -4.35550 -0.049
C 4.01928 2.78842 -3.51678 0.010
C 3.68642 2.93772 -2.16338 -0.140
C 3.34631 4.19503 -1.64672 -0.011
C 3.33134 5.30431 -2.49463 -0.067
N 3.68214 1.76389 -1.28214 -0.317
O 4.00715 0.67232 -1.77261 0.058
O 3.34995 1.93062 -0.09982 0.039
H 3.63158 6.02291 -4.50422 0.114
H 4.24833 3.79765 -5.40883 0.091
H 4.29087 1.81943 -3.92986 0.119
H 3.09064 4.32607 -0.59733 0.111
H 3.06570 6.28405 -2.10377 0.108
C 5.62713 -1.33611 4.14385 -0.081
C 5.97299 -2.58833 3.63349 -0.067
C 5.99421 -3.70435 4.47221 0.003
C 5.66136 -3.55506 5.82561 -0.142
C 5.32124 -2.29774 6.34227 -0.003
C 5.30628 -1.18847 5.49435 -0.074
N 5.65708 -4.72889 6.70685 -0.326
O 5.98209 -5.82045 6.21638 0.066
O 5.32489 -4.56215 7.88917 0.062
H 5.60651 -0.46986 3.48477 0.105
H 6.22326 -2.69513 2.58016 0.110
H 6.26581 -4.67335 4.05913 0.121
H 5.06558 -2.16670 7.39165 0.118
H 5.04063 -0.20872 5.88522 0.105
C 6.18489 -1.32960 -7.58056 -0.069
C 5.11118 -0.48265 -7.85978 -0.067
C 5.25457 0.89898 -7.71859 -0.005
C 6.48468 1.42438 -7.29959 -0.147
C 7.56190 0.57592 -7.01119 0.002
C 7.40562 -0.80431 -7.15336 -0.063
N 6.64944 2.87747 -7.17375 -0.320
O 5.66734 3.59350 -7.41970 0.039
O 7.76166 3.30517 -6.83303 0.071
H 6.06999 -2.40585 -7.69754 0.110
H 4.16247 -0.89967 -8.19082 0.109
H 4.40831 1.54558 -7.94019 0.118
H 8.52061 0.96987 -6.68039 0.121
H 8.23682 -1.47110 -6.93486 0.111
C -7.40580 -4.47784 6.53050 -0.059
C -7.68975 -3.53822 5.53821 -0.058
C -6.80966 -2.47990 5.30413 0.002
C -5.64051 -2.37428 6.07008 -0.140
C -5.35680 -3.31181 7.07209 0.005
C -6.24593 -4.36428 7.29888 -0.056
N -4.69876 -1.27847 5.81166 -0.305
O -4.99465 -0.45860 4.92964 0.025
O -3.66028 -1.23820 6.48693 0.057
H -8.09226 -5.30449 6.70553 0.114
H -8.59648 -3.63264 4.94451 0.113
H -7.04525 -1.75595 4.52712 0.119
H -4.45558 -3.23908 7.67727 0.121
H -6.03311 -5.09890 8.07236 0.114
C -6.57232 -5.69845 -5.97848 -0.073
C -5.64127 -4.66791 -6.11733 -0.076
C -4.93738 -4.51718 -7.31366 -0.007
C -5.17819 -5.40543 -8.37092 -0.141
C -6.10672 -6.44556 -8.23157 0.003
C -6.80250 -6.58798 -7.02937 -0.065
N -4.46003 -5.23675 -9.63988 -0.326
O -3.63285 -4.31616 -9.71740 0.059
O -4.72476 -6.02142 -10.56196 0.067
H -7.12282 -5.80854 -5.04573 0.108
H -5.46631 -3.97954 -5.29326 0.102
H -4.21520 -3.70893 -7.40608 0.114
H -6.29982 -7.14505 -9.04223 0.121
H -7.52757 -7.39037 -6.91242 0.110
```

***

For the records above, the corresponding energy above the lowest of the compared OMol25 structures with the same formula, charge and spin values read 20.8, 398.2 kcal/mol.